Computed, not measured: one molecule with the formula C23H22N4O5S at a distorted geometry, with ωB97M-V/def2-TZVPD.

XYZ file:
```
55
Properties=species:S:1:pos:R:3
C -7.5939 -1.6569 -2.3169
O -7.0871 -1.9723 -1.0430
C -5.9572 -1.3411 -0.6196
C -5.2507 -0.3872 -1.3430
C -4.1110 0.1908 -0.8138
C -3.6523 -0.1633 0.4496
N -2.4942 0.4185 0.9947
C -1.7804 -0.2252 2.0826
C -0.4054 0.4510 2.0822
C 0.5667 -0.3440 1.2047
O 0.3162 -1.4268 0.7357
N 1.7652 0.2858 1.0334
C 2.8443 -0.2431 0.3363
C 3.3302 -1.5307 0.2355
C 4.5234 -1.3963 -0.5146
N 4.7553 -0.1393 -0.8276
N 3.7294 0.5640 -0.3249
C 3.6569 1.9536 -0.5149
C 2.4413 2.5695 -0.7973
C 2.3941 3.9417 -0.9685
C 3.5520 4.6964 -0.8777
C 4.7661 4.0747 -0.6323
C 4.8242 2.7059 -0.4486
C 5.2853 -2.6137 -0.8285
S 4.1147 -3.9334 -0.2656
O 4.7885 -4.8200 0.6433
O 3.4788 -4.5224 -1.4078
C 2.9188 -2.8764 0.6617
C -0.7227 1.8355 1.5206
C -1.9345 1.5949 0.6196
O -2.3050 2.3529 -0.2470
C -4.3624 -1.1196 1.1754
C -5.4953 -1.6985 0.6470
H -8.4833 -2.2729 -2.4406
H -7.8731 -0.6007 -2.3886
H -6.8751 -1.8977 -3.1067
H -5.5721 -0.0835 -2.3264
H -3.5800 0.9308 -1.3876
H -1.6881 -1.2968 1.8884
H -2.2962 -0.0642 3.0364
H 0.0227 0.4958 3.0874
H 1.8849 1.2258 1.3859
H 1.5475 1.9771 -0.9241
H 1.4497 4.4168 -1.1862
H 3.5096 5.7661 -1.0131
H 5.6719 4.6592 -0.5811
H 5.7590 2.2009 -0.2650
H 5.4831 -2.7422 -1.8882
H 6.1997 -2.7187 -0.2509
H 1.9006 -3.1260 0.3741
H 3.0782 -3.0737 1.7192
H 0.0763 2.3117 0.9553
H -1.0263 2.5214 2.3151
H -4.0413 -1.4155 2.1610
H -6.0469 -2.4384 1.2048
```

Summary:
ΔE to the lowest compared entry with this formula, charge and spin, eV: 1.222
SMILES string: COc1ccc(N2C[C@@H](C(=O)Nc3c4c(nn3-c3ccccc3)CS(=O)(=O)C4)CC2=O)cc1
HOMO-LUMO gap, eV: 8.4
E_LUMO, eV: 0.265